{
  "formula": "C32H20ClN5ORu",
  "method": "the ωB97M-V functional and the def2-TZVPD basis",
  "orbital_gap_ev": [6.052, 5.977],
  "lumo_energy_ha": [-0.17284, -0.17874],
  "largest_force_ev_per_a": 3.1,
  "relative_energy_kj_mol": 68.30,
  "total_charge": 1,
  "multiplicity": 2,
  "e_homo_ev": [-10.756, -10.841],
  "symbols": ["Ru", "Cl", "C", "C", "C", "C", "O", "C", "C", "N", "C", "C", "C", "C", "C", "C", "C", "C", "N", "C", "C", "H", "H", "H", "H", "H", "H", "H", "H", "H", "H", "N", "C", "C", "C", "C", "C", "C", "C", "C", "C", "C", "C", "C", "N", "C", "C", "C", "C", "N", "H", "H", "H", "H", "H", "H", "H", "H", "H", "H"],
  "xyz": [[0.5576, 1.5677, -0.2099], [3.8140, 4.3502, -5.5816], [3.0145, 4.1103, -4.0882], [1.8839, 4.8803, -3.7885], [1.2156, 4.6731, -2.6106], [1.6022, 3.6607, -1.7041], [0.9252, 3.4863, -0.6268], [2.7956, 2.8831, -1.9999], [3.2963, 1.8934, -1.1003], [2.5710, 1.3730, -0.1226], [2.9759, 0.4018, 0.7620], [4.1844, -0.3098, 0.7549], [4.3610, -1.4091, 1.5868], [3.3780, -1.8276, 2.4592], [2.1929, -1.0814, 2.5940], [1.1565, -1.3968, 3.4992], [0.0675, -0.5627, 3.6095], [-0.0053, 0.5719, 2.8034], [0.9230, 0.8483, 1.8998], [2.0089, 0.0584, 1.7663], [3.4756, 3.1583, -3.1932], [1.5289, 5.6167, -4.4889], [0.3480, 5.2572, -2.3444], [4.3139, 1.5520, -1.2748], [4.9670, -0.0526, 0.0585], [5.2849, -1.9630, 1.5229], [3.5110, -2.7160, 3.0563], [1.2318, -2.2921, 4.0966], [-0.7229, -0.7585, 4.3149], [-0.8145, 1.2866, 2.9040], [4.3623, 2.5964, -3.4397], [-6.6372, -5.6833, 0.2991], [-5.8324, -4.8693, 0.2751], [-4.8472, -3.8522, 0.2389], [-4.6301, -3.1473, -0.9449], [-3.6768, -2.1502, -0.9779], [-2.9207, -1.8520, 0.1548], [-3.1362, -2.5627, 1.3299], [-4.0981, -3.5551, 1.3768], [-1.8768, -0.8074, 0.0300], [-2.2780, 0.5335, 0.0791], [-3.5643, 1.0353, 0.3403], [-3.4661, 2.4233, 0.3122], [-2.1270, 2.7279, 0.0403], [-1.4067, 1.6129, -0.0984], [-0.5758, -1.2344, -0.2652], [-0.0872, -2.5655, -0.2210], [1.2023, -2.5362, -0.7096], [1.4658, -1.2050, -1.0616], [0.4203, -0.4170, -0.7754], [-5.2040, -3.3889, -1.8273], [-3.5021, -1.5997, -1.8897], [-2.5513, -2.3342, 2.2083], [-4.2752, -4.1080, 2.2869], [-4.4374, 0.4439, 0.5319], [-4.2597, 3.1271, 0.4631], [-1.6707, 3.7019, -0.0499], [-0.6473, -3.4072, 0.1370], [1.8826, -3.3575, -0.8180], [2.3347, -0.8276, -1.5772]]
}

{
  "formula": "C32H21AsClNO6Tc",
  "method": "the ωB97M-V functional and the def2-TZVPD basis",
  "orbital_gap_ev": [7.125, 3.422],
  "lumo_energy_ha": [-0.25111, -0.38748],
  "largest_force_ev_per_a": 2.5,
  "relative_energy_kj_mol": 248.42,
  "total_charge": 2,
  "multiplicity": 4,
  "e_homo_ev": [-13.958, -13.966],
  "symbols": ["Tc", "O", "C", "C", "C", "C", "C", "C", "C", "O", "N", "O", "O", "H", "H", "H", "H", "Cl", "C", "C", "C", "C", "C", "C", "C", "O", "O", "H", "H", "H", "H", "C", "C", "C", "C", "C", "C", "As", "C", "C", "C", "C", "C", "C", "C", "C", "C", "C", "C", "C", "H", "H", "H", "H", "H", "H", "H", "H", "H", "H", "H", "H", "H"],
  "xyz": [[-1.2591, 0.0554, 0.7911], [-0.6439, -1.8306, 1.0492], [-0.4040, -2.7284, 0.1843], [-0.5448, -2.5841, -1.2070], [-0.1574, -3.6561, -2.0367], [-0.3034, -3.5241, -3.3854], [-0.8581, -2.3798, -3.9592], [-1.2510, -1.3223, -3.1620], [-1.0829, -1.4065, -1.7860], [-1.4470, -0.3577, -1.0409], [0.1439, -4.6296, -4.2658], [0.6359, -5.5921, -3.7204], [0.0103, -4.4632, -5.4548], [-0.0622, -3.6843, 0.5842], [0.2553, -4.5681, -1.6232], [-0.9721, -2.3425, -5.0349], [-1.6879, -0.4278, -3.5846], [-5.7988, -2.9013, 4.3837], [-5.0092, -1.5203, 3.7491], [-5.7661, -0.4807, 3.2146], [-5.1309, 0.6368, 2.7073], [-3.7385, 0.7083, 2.7128], [-2.9866, -0.3369, 3.2658], [-3.6215, -1.4512, 3.7876], [-3.1019, 1.8959, 2.1077], [-3.5314, 2.9696, 1.9007], [-1.7728, 1.5778, 1.6722], [-6.8448, -0.5561, 3.2035], [-5.7037, 1.4580, 2.2966], [-1.9060, -0.2531, 3.3658], [-3.0586, -2.2518, 4.2472], [3.2256, 2.9478, 4.0472], [3.1629, 3.6213, 2.8349], [2.4720, 3.0713, 1.7658], [1.8550, 1.8379, 1.9396], [1.9021, 1.1566, 3.1527], [2.5975, 1.7178, 4.2092], [0.9878, 1.0403, 0.4497], [0.8651, 2.1475, -1.0866], [0.1811, 3.3467, -1.2244], [0.2091, 3.9731, -2.4611], [0.8909, 3.3888, -3.5190], [1.5516, 2.1719, -3.3696], [1.5389, 1.5308, -2.1446], [2.1814, 0.2250, -1.8311], [2.9026, -0.5624, -2.7148], [3.4706, -1.7539, -2.2756], [3.3347, -2.1723, -0.9575], [2.6071, -1.4035, -0.0620], [2.0419, -0.2196, -0.5151], [3.7661, 3.3859, 4.8754], [3.6510, 4.5792, 2.7191], [2.4238, 3.5948, 0.8196], [1.4072, 0.1996, 3.2805], [2.6494, 1.2011, 5.1578], [-0.3518, 3.7924, -0.3934], [-0.3003, 4.9167, -2.5991], [0.9079, 3.8869, -4.4792], [2.0739, 1.7387, -4.2124], [3.0372, -0.2517, -3.7425], [4.0413, -2.3579, -2.9691], [3.8055, -3.0889, -0.6287], [2.5101, -1.7150, 0.9719]]
}

{
  "formula": "C32H22BCl60N4O6P",
  "method": "the ωB97M-V functional and the def2-TZVPD basis",
  "orbital_gap_ev": 6.696,
  "lumo_energy_ha": -0.06791,
  "largest_force_ev_per_a": 10.4,
  "multiplicity": 1,
  "e_homo_ev": -8.544,
  "symbols": ["C", "C", "C", "C", "N", "C", "C", "P", "N", "O", "O", "C", "C", "C", "O", "C", "C", "C", "B", "O", "O", "C", "N", "C", "C", "C", "C", "N", "O", "H", "H", "H", "H", "H", "H", "H", "H", "H", "H", "H", "H", "H", "H", "H", "H", "H", "H", "H", "H", "H", "H", "C", "Cl", "Cl", "Cl", "Cl", "C", "Cl", "Cl", "Cl", "Cl", "C", "Cl", "Cl", "Cl", "Cl", "C", "Cl", "Cl", "Cl", "Cl", "C", "Cl", "Cl", "Cl", "Cl", "C", "Cl", "Cl", "Cl", "Cl", "C", "Cl", "Cl", "Cl", "Cl", "C", "Cl", "Cl", "Cl", "Cl", "C", "Cl", "Cl", "Cl", "Cl", "C", "Cl", "Cl", "Cl", "Cl", "C", "Cl", "Cl", "Cl", "Cl", "C", "Cl", "Cl", "Cl", "Cl", "C", "Cl", "Cl", "Cl", "Cl", "C", "Cl", "Cl", "Cl", "Cl", "C", "Cl", "Cl", "Cl", "Cl"],
  "xyz": [[2.1612, -7.6317, 3.2002], [1.7803, -7.7949, 1.8343], [1.4785, -7.7258, 0.1918], [1.1698, -6.1210, -0.1657], [-0.2447, -5.8036, -0.5653], [-0.3179, -4.3195, -0.7910], [-1.8218, -3.7205, -1.2133], [-3.3560, -4.8901, -1.4524], [-3.0225, -6.0359, -2.5593], [-4.7086, -3.9339, -2.0302], [-3.7955, -5.7238, 0.0235], [-2.1100, -2.1183, -1.4707], [-0.8798, -0.9986, -1.3509], [-1.1972, 0.5908, -1.6104], [-2.4187, 1.0165, -0.8998], [-2.2378, 2.3550, -0.2981], [-1.4987, 2.2960, 1.1995], [0.6071, -1.6150, -0.9670], [1.9325, -0.5929, -0.8583], [2.6791, -0.4345, 0.4280], [2.3570, 0.1034, -2.0887], [0.8791, -3.2245, -0.6736], [2.2793, -3.6297, -0.3157], [2.4309, -5.0998, -0.0395], [3.9606, -5.6055, 0.3953], [5.0602, -5.0197, -0.7187], [6.4018, -4.3750, -0.0134], [7.1151, -3.2506, -0.7801], [6.8992, -4.8105, 1.1469], [2.4168, -7.1209, 4.2453], [2.3525, -8.1727, -0.4518], [0.4950, -8.3840, 0.0409], [-3.1268, -6.9951, -2.1614], [-5.3408, -3.8360, -1.2528], [-4.7460, -5.4379, 0.2594], [-3.1742, -1.7152, -1.7464], [-1.3679, 0.7662, -2.7742], [-0.3442, 1.3264, -1.2923], [-1.6284, 3.0700, -1.0018], [-3.2930, 2.8299, -0.1095], [-1.2662, 1.1654, 1.4842], [-2.2271, 2.7199, 2.0132], [-0.4933, 2.9221, 1.2202], [2.2184, -0.9872, 1.1312], [2.6113, -0.6250, -2.7481], [4.0884, -6.7679, 0.3736], [4.1967, -5.1120, 1.4454], [4.6084, -4.1977, -1.4203], [5.3308, -5.9387, -1.4309], [8.1188, -3.5248, -0.9813], [7.0849, -2.3497, -0.2385], [-0.7407, 6.2833, -2.1375], [-0.2506, 4.7247, -2.8484], [-2.1187, 6.9460, -3.0523], [-1.2189, 6.0371, -0.4389], [0.6250, 7.4252, -2.2106], [-1.6408, 9.9476, 1.4357], [-0.1214, 10.8782, 1.4392], [-1.8032, 9.0815, -0.1130], [-1.6201, 8.7718, 2.7742], [-3.0183, 11.0585, 1.6423], [-3.4408, -4.4721, 3.8799], [-4.8572, -5.5530, 3.8680], [-3.8514, -2.9644, 4.7359], [-2.0864, -5.2772, 4.7117], [-2.9681, -4.0940, 2.2042], [2.5592, 2.7733, -5.1065], [2.3226, 4.4190, -4.4659], [4.0145, 2.0538, -4.3722], [1.1387, 1.7727, -4.7124], [2.7611, 2.8477, -6.8751], [-5.8408, 4.1001, 1.2654], [-4.3214, 5.0308, 1.2689], [-6.0032, 3.2341, -0.2832], [-5.8201, 2.9244, 2.6039], [-7.2183, 5.2111, 1.4720], [1.8817, -11.4275, 5.0010], [2.4305, -11.3043, 6.6917], [0.2091, -12.0403, 4.9627], [1.9422, -9.8184, 4.2383], [2.9449, -12.5467, 4.1115], [-3.5183, -2.0053, 8.8047], [-2.9695, -1.8821, 10.4954], [-5.1909, -2.6181, 8.7664], [-3.4578, -0.3962, 8.0420], [-2.4551, -3.1245, 7.9152], [3.3817, 9.5692, 2.6198], [2.7732, 9.3184, 4.2756], [2.3224, 8.7235, 1.4634], [3.3940, 11.3119, 2.2492], [5.0371, 8.9230, 2.4912], [1.8817, 5.1813, -10.3626], [2.5743, 3.5397, -10.3461], [3.0665, 6.3325, -9.6951], [1.4848, 5.6417, -12.0374], [0.4012, 5.2112, -9.3717], [-5.9183, 1.8000, -4.4345], [-7.3348, 0.7192, -4.4464], [-6.3290, 3.3078, -3.5785], [-4.5639, 0.9949, -3.6027], [-5.4456, 2.1782, -6.1102], [5.9652, -9.6006, 8.4234], [6.6578, -11.2421, 8.4398], [7.1501, -8.4494, 9.0908], [5.5684, -9.1402, 6.7486], [4.4847, -9.5706, 9.4142], [0.5653, -2.2223, -6.4634], [-0.0578, -3.6338, -7.3546], [0.1970, -0.7355, -7.3736], [-0.2076, -2.1438, -4.8600], [2.3293, -2.3761, -6.2656], [-6.0348, 9.0967, 0.1122], [-5.9819, 8.2713, 1.6904], [-4.7303, 8.4723, -0.9285], [-7.6098, 8.7941, -0.6637], [-5.8171, 10.8489, 0.3508], [-2.7098, 12.2199, -2.2912], [-1.7990, 11.8676, -3.7816], [-3.9793, 13.4202, -2.6407], [-3.4598, 10.7216, -1.6854], [-1.6011, 12.8701, -1.0573], [5.9902, -0.3479, 2.8211], [4.8120, -1.6273, 2.4343], [5.2131, 1.2464, 2.6507], [6.5620, -0.5538, 4.4960], [7.3737, -0.4568, 1.7037]]
}

E_tot per entry: -2135.29768, -4514.28089, -29879.92712 a.u.